No. 1
Computed, not measured: a 14-piece molecular cluster, C29H46BCl39INO4P overall, with ωB97M-V/def2-TZVPD.

Calculated values
E_LUMO: 1.2 eV
E_HOMO: -3.98 eV
Total charge: -1
Gap between HOMO and LUMO: 5.2 eV

```
122
Properties=species:S:1:pos:R:3:forces:R:3:lowdin_charge:R:1
C -1.7894 -0.3175 3.5556 -0.03 0.22 0.37 0.026
C -2.0829 0.2633 2.3858 -0.40 0.64 -0.69 -0.107
C -2.4257 -0.5092 1.1283 -1.78 -0.50 1.03 -0.423
C -3.5055 0.0971 0.1970 0.21 1.19 1.07 -0.549
I -5.4961 -0.4627 0.9177 0.31 -0.05 -0.25 0.916
C -3.4852 1.6409 0.1242 -0.32 -0.39 -1.25 -0.301
C -2.8025 2.1361 -1.1675 -0.10 0.49 0.73 -0.098
O -2.9481 -1.7076 1.6489 0.53 -0.71 -0.57 -0.164
B -2.1827 -2.7718 0.9623 -1.05 0.83 0.54 -0.893
P -2.3494 -4.6124 1.5447 1.37 -1.00 -1.07 0.884
O -1.8227 -4.8000 3.1343 -0.56 0.49 0.25 -0.354
O -4.0012 -4.9436 1.5638 0.29 0.39 0.59 -0.345
O -0.8250 -2.2073 0.8950 1.07 0.23 0.28 -0.002
C -0.9857 -0.9146 0.4019 -2.00 -0.17 0.40 -0.397
C -1.0458 -1.0278 -1.1326 0.18 0.20 -0.31 -0.117
C -0.0501 -2.0624 -1.6784 -0.84 0.70 -0.23 -0.188
C 0.2107 -1.8365 -3.1701 0.53 -0.41 0.62 -0.195
C 1.4625 -2.5792 -3.6730 -0.42 -0.27 -0.28 -0.257
C 1.7309 -3.8986 -2.9612 0.42 0.02 -0.07 -0.119
N -0.0347 0.1002 0.8762 0.79 -1.18 -0.71 0.046
C 1.3748 -0.3061 0.8920 0.31 0.90 -0.20 -0.185
C 2.2071 0.1791 -0.3308 0.64 -0.82 1.10 -0.193
C 3.5543 0.7251 0.1441 -0.33 0.28 -0.49 -0.256
C 4.5322 0.9995 -1.0213 -0.53 -0.18 1.10 -0.127
H -2.4346 -1.0088 4.0711 0.64 -1.42 -0.68 0.062
H -0.8631 -0.0012 4.0224 -0.63 1.03 1.07 0.054
H -2.0239 1.3445 2.3578 1.59 0.07 -0.58 0.082
H -3.4811 -0.2768 -0.8147 -0.06 -0.40 -0.03 0.049
H -3.0750 2.1126 1.0047 0.14 -0.02 0.14 0.084
H -4.5122 1.9742 0.0536 -0.21 0.11 0.08 0.043
H -3.2708 3.0762 -1.4494 0.11 0.20 -0.17 0.062
H -1.7450 2.3381 -1.0134 0.22 -0.16 -0.16 0.037
H -2.9418 1.4428 -1.9871 0.07 -0.19 -0.16 0.068
H -2.7065 -2.8317 -0.1578 0.26 -0.61 -0.29 0.033
H -1.0766 -5.4063 3.0937 -0.27 -0.12 -0.06 0.007
H -4.2853 -4.8117 0.6490 -0.10 0.01 0.13 -0.024
H -0.8923 -0.0504 -1.6012 0.15 0.14 0.05 0.103
H -2.0185 -1.3558 -1.4825 -0.26 0.00 0.13 0.087
H 0.8440 -2.0525 -1.0735 0.32 -0.12 -0.04 0.085
H -0.5487 -3.0159 -1.5586 0.28 -0.40 0.27 0.116
H -0.6436 -2.2134 -3.7262 -0.27 0.10 -0.10 0.109
H 0.2783 -0.7650 -3.3402 0.14 0.16 -0.31 0.098
H 2.3558 -1.9588 -3.6497 0.08 0.19 0.17 0.091
H 1.2914 -2.8373 -4.7175 0.15 0.19 -0.28 0.092
H 1.9802 -3.7619 -1.9160 -0.13 0.02 0.27 0.064
H 2.5943 -4.3906 -3.4041 0.10 -0.10 -0.17 0.063
H 0.8939 -4.5848 -3.0370 -0.22 -0.05 0.07 0.077
H -0.0845 0.8257 0.1706 -0.21 0.27 0.18 0.095
H 1.5148 -1.3755 1.0111 -0.41 -0.20 0.06 0.116
H 1.8215 0.1541 1.7772 0.06 0.00 0.14 0.103
H 2.4625 -0.7037 -0.9114 -0.27 0.05 -0.61 0.094
H 1.6876 0.9106 -0.9448 -0.17 0.05 -0.14 0.110
H 3.3663 1.6042 0.7573 0.11 0.29 0.00 0.101
H 3.9847 0.0023 0.8179 0.19 -0.41 0.33 0.094
H 4.7606 2.0582 -1.0453 0.27 0.00 -0.34 0.017
H 5.4199 0.4036 -0.8540 0.25 0.30 -0.25 -0.010
H 4.0609 0.6629 -1.9376 0.12 0.17 -0.41 0.064
C -6.0578 -3.1756 -2.5114 0.05 -0.18 0.18 -1.513
Cl -7.1821 -4.5214 -2.2932 0.06 0.24 -0.06 0.491
Cl -4.5251 -3.5026 -1.7165 -0.09 0.20 -0.13 0.600
Cl -5.8133 -2.8398 -4.2366 0.01 0.05 -0.08 0.528
H -6.4925 -2.2950 -2.0533 0.00 0.03 -0.01 -0.003
C -0.1825 -3.4836 5.7008 0.04 0.10 -0.12 -1.523
Cl -0.1072 -5.1588 6.2662 -0.17 -0.10 0.12 0.537
Cl -0.4593 -2.3724 7.0477 0.12 -0.10 -0.18 0.519
Cl 1.3187 -3.1106 4.8637 0.02 0.15 -0.09 0.521
H -1.0058 -3.3927 4.9979 0.02 -0.08 -0.06 -0.003
C 4.9975 -4.3741 5.0100 -0.05 -0.04 -0.11 -1.563
Cl 4.3810 -6.0229 4.9023 0.00 0.04 0.03 0.521
Cl 6.7596 -4.3736 5.1548 0.00 0.01 0.04 0.510
Cl 4.4871 -3.4234 3.6174 0.05 0.02 -0.02 0.507
H 4.5847 -3.9168 5.8992 -0.01 0.00 0.01 0.008
C 4.1244 5.3697 -1.9207 0.12 -0.27 -0.03 -1.532
Cl 3.4175 3.8840 -2.5464 -0.09 0.17 -0.07 0.575
Cl 4.0387 5.4017 -0.1536 0.13 -0.12 -0.03 0.532
Cl 5.8005 5.5419 -2.4620 -0.17 0.04 0.14 0.520
H 3.5562 6.2010 -2.3080 -0.02 0.06 0.02 -0.047
C -7.9488 -0.2760 -5.8833 -0.03 0.12 0.04 -1.570
Cl -6.7293 0.9947 -5.7753 0.00 -0.07 0.00 0.519
Cl -9.0598 -0.1887 -4.5158 0.05 -0.06 -0.01 0.518
Cl -8.8310 -0.1645 -7.4112 0.01 -0.03 -0.01 0.511
H -7.4460 -1.2340 -5.8516 -0.02 0.02 0.04 -0.042
C 7.1577 6.9381 0.9991 -0.02 0.04 0.06 -1.547
Cl 6.2969 8.4685 0.8425 -0.26 -0.37 0.20 0.493
Cl 8.6438 6.9651 0.0427 0.02 0.07 0.09 0.499
Cl 7.5115 6.5861 2.6905 -0.02 -0.01 -0.03 0.541
H 6.5229 6.1515 0.6132 0.02 -0.01 -0.03 -0.055
C 7.5371 -1.7938 -2.6983 -0.16 0.15 0.01 -1.541
Cl 8.5173 -0.3346 -2.8620 0.08 -0.01 -0.03 0.507
Cl 6.6708 -1.7711 -1.1655 0.12 -0.32 0.03 0.565
Cl 6.4113 -1.9375 -4.0497 0.02 -0.04 0.01 0.523
H 8.1919 -2.6539 -2.7096 0.03 0.00 0.00 0.010
C -2.5276 -4.7309 9.2457 -0.06 0.05 -0.04 -1.562
Cl -3.9836 -5.4692 8.5800 0.05 0.00 -0.01 0.528
Cl -2.7164 -2.9857 9.3821 -0.18 -0.02 0.21 0.499
Cl -2.1259 -5.4435 10.8139 0.04 -0.01 0.00 0.507
H -1.7082 -4.9264 8.5653 0.02 0.00 -0.01 -0.050
C 9.0570 4.6795 -4.3614 0.06 -0.03 0.08 -1.545
Cl 9.6055 3.0115 -4.2052 0.00 -0.02 -0.05 0.523
Cl 8.9335 5.4387 -2.7740 0.18 -0.01 -0.16 0.469
Cl 10.1262 5.6009 -5.4228 -0.04 -0.01 0.01 0.527
H 8.0696 4.6671 -4.8036 -0.01 0.01 -0.02 0.007
C -0.0336 6.7401 -0.7822 -0.07 -0.13 -0.15 -1.527
Cl -0.1846 5.0681 -1.3113 0.01 0.03 0.04 0.547
Cl 1.5850 7.3622 -1.1333 -0.25 0.28 0.04 0.543
Cl -1.2669 7.7524 -1.5350 0.02 0.01 0.04 0.531
H -0.1775 6.7713 0.2891 0.02 0.02 0.02 0.016
C -9.5846 -1.0166 1.8031 0.13 -0.06 0.00 -1.556
Cl -9.4894 -0.3198 0.1823 -0.04 -0.01 -0.02 0.490
Cl -8.3344 -2.2334 2.0375 -0.14 -0.02 0.01 0.484
Cl -9.4704 0.2474 3.0312 -0.03 0.00 0.00 0.515
H -10.5477 -1.4971 1.9041 -0.03 0.01 0.00 0.006
C 7.4961 12.2081 -0.7870 0.17 -0.04 0.03 -1.550
Cl 8.1036 10.5653 -0.5995 0.18 0.35 -0.22 0.498
Cl 7.2335 12.9601 0.7888 -0.03 0.00 -0.01 0.521
Cl 8.5946 13.1847 -1.7677 -0.04 0.01 -0.01 0.517
H 6.5445 12.1592 -1.2982 -0.01 0.01 -0.01 0.011
C -10.5294 -6.5945 -0.8052 0.10 0.09 0.06 -1.546
Cl -10.9319 -4.8806 -0.9322 -0.01 -0.01 -0.02 0.516
Cl -9.0029 -6.9373 -1.6185 -0.17 -0.23 0.04 0.503
Cl -10.4652 -7.0969 0.8848 -0.02 -0.02 -0.02 0.526
H -11.3082 -7.1612 -1.2961 -0.02 0.00 -0.01 0.007
```
Positions in Å, forces in eV/Å.



No. 2
Computed, not measured: C29H46BrHgN3P2 as an isolated structure, with ωB97M-V/def2-TZVPD.

Calculated values
E_LUMO (alpha / beta): -8.5 / -8.5 eV
Energy above the lowest of the compared OMol25 structures with the same formula, charge and spin: 52.2 kcal per mole
E_HOMO (alpha / beta): -13.16 / -13.16 eV
Total charge: +2
Gap between HOMO and LUMO (alpha / beta): 4.7 / 4.7 eV

```
82
Properties=species:S:1:pos:R:3:forces:R:3:lowdin_charge:R:1
N 6.0584 -4.2597 -4.3096 -0.06 0.33 -0.12 0.100
C 5.9438 -4.2013 -2.9820 -0.81 0.39 -0.23 -0.083
C 5.0166 -3.3572 -2.3474 0.61 0.29 0.33 0.018
C 4.1676 -2.5078 -3.0973 0.55 -0.08 -0.62 -0.180
C 4.3138 -2.6077 -4.5130 -0.32 -0.15 -0.24 0.026
C 5.2769 -3.4792 -5.0723 -0.44 0.45 0.64 -0.081
C 3.1749 -1.6943 -2.3797 1.61 -2.17 -0.55 0.113
Hg 0.2108 -0.5894 -2.0288 -0.95 0.59 0.65 0.881
P -2.3875 -0.6412 -1.4370 -2.60 -0.70 0.46 0.919
C 1.7890 -1.9465 -2.6164 -2.16 1.18 -0.17 -0.346
C 1.3139 -3.2691 -1.9689 -0.13 -0.62 0.19 -0.296
C 0.3728 -4.1073 -2.5825 0.10 0.11 -0.45 -0.053
C -0.3871 -5.0326 -1.8644 0.51 0.63 0.36 -0.105
C -0.2498 -5.0809 -0.4575 2.30 0.89 -1.61 -0.745
C 0.9437 -4.5386 0.0908 -0.79 0.83 -0.22 -0.073
C 1.6640 -3.5752 -0.6471 -0.18 -0.16 -0.32 -0.056
Br -1.7006 -5.5188 0.5414 -0.83 -1.01 1.06 0.886
H 3.5769 -1.1163 -1.5355 -0.32 -0.22 0.00 0.138
H 1.4293 -1.6829 -3.6461 1.08 -1.57 0.03 0.100
H 4.9535 -3.4027 -1.2665 0.02 0.17 -0.01 0.119
H 3.7047 -1.9819 -5.1785 0.32 -0.27 0.31 0.122
H 6.6098 -4.8358 -2.3883 -0.32 0.19 -0.24 0.130
H 5.4284 -3.5307 -6.1688 -0.17 0.02 0.86 0.134
H 0.1481 -3.9624 -3.6367 0.09 -0.16 0.06 0.121
H 2.4271 -2.9339 -0.2017 -0.14 -0.52 0.38 0.095
H -1.0905 -5.6590 -2.4083 -0.18 0.30 0.33 0.119
H 1.1953 -4.6958 1.1400 -0.22 0.07 -0.24 0.114
P 0.3593 1.8431 -2.4028 1.09 0.88 -0.13 0.841
C -2.9182 -2.0920 -0.3898 0.86 -0.01 0.11 -0.409
C -4.3327 -2.6794 -0.4173 -0.16 0.14 -0.11 -0.132
H -2.6979 -1.8044 0.6525 0.26 -0.18 -0.33 0.087
H -2.1949 -2.8651 -0.6954 -0.24 0.02 0.37 0.023
H -4.3313 -3.5487 0.2532 -0.05 0.19 -0.19 0.068
H -5.0973 -1.9799 -0.0521 0.30 -0.22 -0.12 0.066
H -4.6301 -3.0311 -1.4113 0.08 0.07 0.17 0.076
C -3.6268 -0.7493 -2.8595 0.86 -0.10 -0.42 -0.375
C -5.0834 -0.2969 -2.6941 -0.13 0.10 0.07 -0.135
H -3.6560 -1.8063 -3.1845 0.37 0.40 0.10 0.084
H -3.1383 -0.1741 -3.6667 -0.36 -0.24 0.06 0.061
H -5.5903 -0.3883 -3.6620 0.18 -0.07 0.13 0.089
H -5.6515 -0.9008 -1.9778 0.26 0.11 -0.19 0.062
H -5.1821 0.7472 -2.4050 0.11 0.07 0.05 0.069
C -3.0086 0.7968 -0.4285 0.89 0.32 -0.29 -0.405
C -4.2943 0.6582 0.3855 -0.18 0.00 0.08 -0.124
H -3.1132 1.6632 -1.0971 0.09 -0.24 -0.04 0.070
H -2.1438 1.0318 0.2138 -0.38 0.06 0.08 0.063
H -4.5347 1.6323 0.8215 0.09 -0.07 -0.05 0.089
H -5.1564 0.3686 -0.2217 0.28 0.01 0.17 0.055
H -4.2004 -0.0333 1.2222 0.06 -0.10 -0.10 0.076
C -0.2673 2.8806 -1.0322 0.11 -0.24 -0.30 -0.371
C 0.4231 4.1966 -1.3207 -0.02 1.01 0.50 -0.149
H -0.0032 2.4470 -0.0550 -0.02 0.12 -0.40 0.057
H -1.3615 2.9492 -1.0873 0.31 -0.02 -0.08 0.069
H 1.4858 4.1154 -1.0572 -0.42 0.29 -0.15 0.066
H 0.3086 4.4712 -2.3819 0.19 0.08 0.56 0.069
H 0.0014 5.0140 -0.7385 -0.02 0.03 0.08 0.092
C -0.3042 2.6205 -3.9245 -0.38 0.10 0.18 -0.392
C -0.3574 1.7076 -5.1483 -0.06 0.18 -0.15 -0.143
H 0.2930 3.5126 -4.1553 -0.14 -0.25 0.11 0.089
H -1.3080 2.9858 -3.6576 0.18 -0.14 -0.10 0.095
H 0.5731 1.7906 -5.7221 -0.22 -0.26 0.10 0.081
H -0.5503 0.6612 -4.8830 0.05 0.12 -0.12 0.042
H -1.1773 2.0476 -5.7870 0.20 -0.18 -0.08 0.084
C 2.1866 2.2472 -2.4685 -0.29 -0.15 -0.10 -0.388
C 2.8894 1.9091 -1.1408 0.17 -0.36 0.14 -0.166
H 2.3407 3.3014 -2.7462 -0.17 -0.47 -0.05 0.086
H 2.5952 1.6436 -3.2916 -0.14 0.12 0.09 0.074
H 3.8031 1.3232 -1.3540 -0.26 0.34 0.22 0.068
H 3.2059 2.8146 -0.5857 -0.22 -0.52 -0.31 0.090
H 2.2554 1.2943 -0.4603 0.54 0.50 -0.45 0.005
C 2.6451 -0.9995 4.5167 0.22 -0.07 0.38 -0.014
N 2.0948 -0.2231 3.4138 -0.27 0.59 -0.14 -0.136
C 1.4605 1.0107 3.5322 0.30 -0.64 -0.79 -0.042
C 1.2271 1.4308 2.2462 0.53 -0.98 0.79 -0.151
N 1.7027 0.4911 1.3588 -0.12 -0.78 -0.20 0.005
C 2.2190 -0.4987 2.0798 -0.69 1.37 1.13 -0.157
H 3.5802 -0.5379 4.8829 -0.44 -0.23 -0.19 0.105
H 1.9203 -1.0319 5.3458 0.30 -0.07 -0.39 0.102
H 2.8637 -2.0233 4.1762 -0.15 0.41 0.14 0.093
H 1.2122 1.4872 4.4668 0.18 -0.23 0.07 0.126
H 0.7626 2.3567 1.9749 -0.07 0.15 -0.31 0.087
H 2.6810 -1.4251 1.7697 -0.06 0.18 -0.26 0.112
```
Positions in Å, forces in eV/Å.